The ion C8H8N3S with charge +1, computed with wB97M-V/def2-TZVPD.

The geometry in ORCA input format:
```
! RIJCOSX wB97M-V def2-TZVPD def2/J DEFGRID3
* xyz 1 1
C 0.65508 0.12029 2.79974
C -0.65682 -0.17984 2.42021
C 1.62967 0.00775 1.74228
C -0.95657 -0.79071 1.26093
C 1.30148 -0.36702 0.49382
C -0.03458 -0.76618 0.23223
C -0.39343 1.08633 -2.64928
C -0.35500 -1.27738 -1.04047
N -0.42959 -0.14462 -2.97936
N -0.30933 -1.29202 -2.29506
N -0.17831 1.65172 -1.53237
S -0.11689 -2.69133 -3.28970
H 0.85077 0.36708 3.88955
H -1.52072 0.01061 2.99358
H 2.53928 0.50782 1.93818
H -1.93104 -1.02399 0.99992
H 1.86735 -0.28507 -0.39221
H -0.29872 1.73974 -3.49572
H -0.08879 2.67994 -1.35657
H -0.38469 -1.89268 -4.33187
*
```

gap between HOMO and LUMO (spin up / spin down): 5.960 / 5.959 eV
highest occupied orbital energy (spin up / spin down): -12.7 / -12.7 eV



The ion C8H8N3S with charge +1, computed with wB97M-V/def2-TZVPD.

The geometry in ORCA input format:
```
! RIJCOSX wB97M-V def2-TZVPD def2/J DEFGRID3
* xyz 1 1
C 2.38198 1.14960 0.23774
C 1.40940 1.77087 -0.55749
C 2.23900 -0.16480 0.65371
C 0.25744 1.07567 -0.80778
C 1.03789 -0.86535 0.51285
C -0.04481 -0.29227 -0.26334
C -3.33578 -1.83500 -0.29307
C -1.25273 -0.75327 -0.38892
N -3.84011 -0.71826 0.03956
N -3.17592 0.17116 0.58954
N -1.88980 -1.81724 -0.56066
S -3.42768 1.80654 0.18011
H 3.28344 1.60085 0.57074
H 1.70338 2.62842 -1.05471
H 3.00102 -0.57946 1.27464
H -0.41286 1.64342 -1.42512
H 0.76358 -1.81136 0.75351
H -4.02767 -2.56433 -0.66812
H -1.47324 -2.66825 -0.82285
H -3.68171 2.05384 1.47750
*
```

gap between HOMO and LUMO (spin up / spin down): 6.953 / 7.081 eV
highest occupied orbital energy (spin up / spin down): -12.4 / -12.4 eV



A cluster of 2 separate species, C8H8N4O4 in total, computed with wB97M-V/def2-TZVPD.

The geometry in ORCA input format:
```
! RIJCOSX wB97M-V def2-TZVPD def2/J DEFGRID3
* xyz 0 1
C -3.75550 -1.25655 -0.01549
C -2.51620 -0.98391 0.68204
C -2.10402 0.24520 0.87139
C -4.17071 1.18547 -0.09031
C 2.41682 -0.75390 -0.47882
C 3.43780 -1.60638 0.13951
C 4.79967 -1.33337 0.32338
C 4.36305 1.12393 -0.13127
H -5.62184 -0.16278 -0.71234
H -1.83850 -1.75122 0.83040
H -1.22785 0.59438 1.47986
H -2.41398 2.29060 0.27176
H 2.28220 1.40703 -0.37131
H 3.11011 -2.70772 0.66683
H 5.40333 -2.18982 0.59884
H 6.09840 0.21229 0.23335
N -4.81231 -0.09250 0.08750
N -2.87238 1.34189 0.49240
N 3.03382 0.63094 -0.40177
N 5.23426 0.00050 -0.19074
O -4.16806 -2.34784 -0.44495
O -4.77348 2.16711 -0.56906
O 1.22846 -0.92627 -0.54509
O 4.62546 2.28432 0.22013
*
```

gap between HOMO and LUMO: 9.100 eV
highest occupied orbital energy: -9.6 eV
SMILES: O=c1cc[nH]c(=O)[nH]1.O=c1cc[nH]c(=O)[nH]1



A structure of composition C8H8N4O4, computed with wB97M-V/def2-TZVPD.

The geometry in ORCA input format:
```
! RIJCOSX wB97M-V def2-TZVPD def2/J DEFGRID3
* xyz 0 1
C 4.11051 0.16992 0.06849
C 3.15512 -1.07625 0.01157
C 1.84515 -1.08511 0.01992
C 1.84421 1.40066 -0.17959
C -1.20266 0.05957 0.51397
C -1.60760 -1.18793 0.01151
C -2.89287 -1.28460 -0.40847
C -3.51218 0.87020 0.07169
H 3.65961 2.12066 0.43137
H 3.55888 -2.16182 -0.23195
H 1.25866 -2.02299 0.20043
H 0.25471 0.27296 -0.57684
H -1.91478 2.15148 0.23460
H -0.88338 -2.00310 -0.04685
H -3.25884 -2.30341 -0.60921
H -4.99688 -0.74840 -0.26905
N 3.16743 1.28009 0.16237
N 1.16603 0.17205 -0.19318
N -2.17920 1.06478 0.37521
N -3.91344 -0.41577 -0.18720
O 5.29235 0.12995 0.05543
O 1.45486 2.47490 -0.53440
O -0.16625 0.25616 1.04687
O -4.23946 1.86601 0.03332
*
```

gap between HOMO and LUMO: 7.840 eV
highest occupied orbital energy: -8.1 eV



A cluster of 2 separate species, C8H8N4O4 in total, computed with wB97M-V/def2-TZVPD.

The geometry in ORCA input format:
```
! RIJCOSX wB97M-V def2-TZVPD def2/J DEFGRID3
* xyz 0 1
C 2.10336 -0.75279 1.20516
C 1.82837 0.73049 0.77126
C 2.72267 1.34550 -0.15168
C 3.95178 -0.67204 -0.61546
C -3.95369 -0.98642 -0.42686
C -4.24481 0.27733 0.22958
C -3.30330 1.17159 0.38487
C -1.62063 -0.21914 -0.35175
H 3.17162 -2.34054 0.28721
H 0.99345 1.24120 1.34456
H 2.43679 2.41808 -0.62431
H 4.56143 1.32032 -1.17393
H -2.11922 -2.06883 -1.04610
H -5.20870 0.59908 0.58536
H -3.52229 2.11993 0.73150
H -1.22790 1.67431 -0.01594
N 3.01455 -1.29279 0.17720
N 3.99171 0.78759 -0.50231
N -2.60843 -1.14589 -0.67146
N -2.06863 0.98599 -0.11387
O 1.60546 -1.59669 1.93685
O 4.81684 -1.34040 -1.05264
O -4.89081 -1.76373 -0.28520
O -0.42958 -0.49217 -0.62202
*
```

gap between HOMO and LUMO: 9.301 eV
highest occupied orbital energy: -9.3 eV
SMILES: O=c1cc[nH]c(=O)[nH]1.O=c1cc[nH]c(=O)[nH]1



The molecule C8H8N4S, computed with wB97M-V/def2-TZVPD.

The geometry in ORCA input format:
```
! RIJCOSX wB97M-V def2-TZVPD def2/J DEFGRID3
* xyz 0 1
C -1.88561 -0.12284 1.25811
C -0.01660 -0.83126 0.13125
C 2.16017 -1.32159 -1.44011
C 3.06345 -0.17007 -1.20033
C 3.18481 0.56203 -0.09140
C -1.18090 0.81438 -0.87429
C -2.13529 0.79146 0.16781
C -3.33831 1.53109 0.32247
H -3.43176 0.48778 2.41036
H -2.48187 -0.74490 3.14025
H 1.30930 -1.20038 -2.13099
H 2.77513 -2.21980 -1.71536
H 3.64748 0.17111 -2.05942
H 2.57820 0.47985 0.82062
H 3.91032 1.34872 -0.14167
H -1.34887 1.48380 -1.75655
N -2.77077 -0.33252 2.22536
N -0.75665 -0.84146 1.22187
N -0.24171 -0.06667 -1.01766
N -4.35022 2.10184 0.63774
S 1.30969 -1.92057 0.09194
*
```

gap between HOMO and LUMO: 8.862 eV
highest occupied orbital energy: -8.8 eV
SMILES: C=CCSc1ncc(C#N)c(N)n1



The ion C8H8NO2 with charge -1, computed with wB97M-V/def2-TZVPD.

The geometry in ORCA input format:
```
! RIJCOSX wB97M-V def2-TZVPD def2/J DEFGRID3
* xyz -1 1
C 0.35889 0.61666 -0.08612
C 1.56226 0.93896 -0.28049
C -0.27768 -0.76469 -0.19220
C -0.91885 1.50060 0.12725
C 2.82212 1.00224 -0.16939
C -2.14037 0.43777 -0.19608
C -1.85934 -0.22941 1.16543
C 0.60099 -1.97173 -0.58098
N -0.76804 -0.86196 1.17710
O -1.39362 -0.59656 -0.99054
O -3.23812 0.88108 -0.57630
H -0.97158 2.38208 -0.45608
H -0.80501 1.88558 1.16143
H 3.49167 1.21065 -1.04440
H 3.40164 0.64279 0.67370
H -2.29571 -0.16977 2.17809
H 0.93528 -2.41405 0.35987
H 1.52768 -1.85848 -1.14917
H -0.03221 -2.63175 -1.12111
*
```

gap between HOMO and LUMO: 7.329 eV
highest occupied orbital energy: -3.6 eV
SMILES: C=C=C1C[C@]2([O-])C=N[C@@]1(C)O2



The ion C8H8NO3S with charge -1, computed with wB97M-V/def2-TZVPD.

The geometry in ORCA input format:
```
! RIJCOSX wB97M-V def2-TZVPD def2/J DEFGRID3
* xyz -1 1
C 1.11690 -0.84111 -2.35322
C -0.82238 -1.21695 1.28244
C -1.04448 -2.02868 0.12038
C -0.18264 -0.03090 1.19867
C -0.81243 -1.66537 -1.11419
C 0.66919 0.30125 -0.03067
C 0.04793 -0.50602 -1.51316
C 0.78008 1.77917 -0.35227
N 1.84518 -1.00203 -3.23453
O -1.85935 1.08485 -1.24973
O -0.46348 1.51187 -3.23268
O -1.88257 -0.41278 -3.17008
S -1.09734 0.52710 -2.37084
H -1.47592 -1.45918 2.11279
H -1.63414 -2.91759 0.20061
H -0.43551 0.79366 1.82301
H -1.41712 -1.99518 -1.96250
H 1.56457 -0.36019 0.07605
H -0.25984 2.06209 -0.44987
H 1.38069 1.73716 -1.21986
H 1.31139 2.22627 0.46748
*
```

gap between HOMO and LUMO: 8.803 eV
highest occupied orbital energy: -5.3 eV
SMILES: C[C@H]1C=CC=C[C@@]1(C#N)S(=O)(=O)[O-]



Energy relative to the best compared isomer or geometry (same formula, charge and spin) list, top to bottom, in kJ/mol: 645.29; 483.80; 425.28; 608.13; 391.89; 78.84; 304.22; 75.67